DFT (wB97M-V/def2-TZVPD) results for a cluster of 7 separate species, C26H57N7O9 in total.

F_max   0.891 eV/Å
E   -56744.9879 eV
SMILES   CC(=O)NCCCCCOC=O.CN(C)C=O.CN(C)C=O.CN(C)C=O.CN(C)C=O.CN(C)C=O.CN(C)C=O

Each line ends with the Löwdin charge.
Geometry (Å):
1 O 3.883 -6.545 2.901  0.00
2 O 0.381 -1.121 1.635  -0.01
3 O -1.229 10.822 0.373  0.01
4 O -0.926 7.205 -0.686  -0.01
5 O -0.645 -2.532 -3.967  -0.06
6 O -1.434 2.273 2.093  0.00
7 O -5.313 -1.923 -8.851  0.01
8 O 0.095 -4.501 -4.787  0.09
9 O -0.474 -8.185 2.155  0.03
10 N -4.081 -2.843 -7.183  -0.20
11 N 0.144 3.147 0.714  -0.19
12 N 0.441 -6.409 1.071  0.06
13 N 1.183 -0.703 3.711  -0.19
14 N 3.921 -8.662 3.715  -0.19
15 N 0.262 11.540 -1.170  -0.19
16 N -2.118 8.085 1.033  -0.20
17 C 2.557 -0.684 3.237  -0.03
18 C -4.779 -1.847 -7.762  -0.36
19 C 1.318 -5.269 1.374  -0.18
20 C -0.885 -3.015 -2.620  -0.16
21 C -0.349 -6.976 2.044  -0.54
22 C 0.815 10.202 -1.323  -0.03
23 C 5.220 -8.926 3.119  -0.04
24 C 0.440 -4.348 -0.895  -0.20
25 C 0.732 4.323 0.106  -0.05
26 C 0.164 -3.306 -4.713  -0.37
27 C 0.913 -0.468 5.114  -0.06
28 C 0.199 -0.945 2.826  -0.34
29 C 0.803 12.628 -1.956  -0.06
30 C 0.706 1.833 0.448  -0.04
31 C -1.155 -6.035 2.918  0.00
32 C 1.254 -4.095 0.374  -0.18
33 C 3.253 -9.708 4.463  -0.05
34 C -0.919 3.226 1.534  -0.35
35 C -3.460 -2.702 -5.882  -0.05
36 C -3.355 8.041 0.276  -0.04
37 C 3.372 -7.448 3.540  -0.35
38 C 0.387 -3.080 -1.768  -0.16
39 C -2.118 8.652 2.364  -0.07
40 C -0.995 7.653 0.449  -0.39
41 C -0.746 11.717 -0.299  -0.33
42 C -3.949 -4.100 -7.899  -0.04
43 H 0.900 -2.719 -5.281  0.15
44 H -0.110 7.744 1.102  0.14
45 H -1.589 -2.294 -2.200  0.13
46 H 0.405 -2.215 -1.097  0.11
47 H -0.031 1.183 -0.024  0.09
48 H -0.980 -4.979 2.711  0.07
49 H 1.005 1.358 1.380  0.06
50 H 1.272 -3.015 -2.407  0.12
51 H 0.692 4.259 -0.983  0.10
52 H 0.882 -5.167 -1.474  0.12
53 H 1.571 1.939 -0.204  0.09
54 H 0.049 9.497 -1.644  0.08
55 H -0.585 -4.635 -0.630  0.11
56 H 2.336 -5.657 1.443  0.09
57 H 2.279 -3.839 0.074  0.12
58 H 1.612 10.233 -2.063  0.09
59 H -3.650 -1.704 -5.490  0.09
60 H -0.804 -0.963 3.280  0.14
61 H 2.387 -7.345 4.025  0.13
62 H 3.217 -0.480 4.076  0.09
63 H 1.863 12.772 -1.740  0.09
64 H -3.597 7.015 -0.006  0.09
65 H 0.689 12.429 -3.023  0.09
66 H 5.968 -8.236 3.509  0.09
67 H -1.107 8.626 2.764  0.08
68 H -3.456 -3.944 -8.859  0.09
69 H -3.359 -4.788 -7.298  0.09
70 H 1.776 4.430 0.413  0.09
71 H 2.296 -9.339 4.825  0.08
72 H 3.070 -10.578 3.830  0.09
73 H 0.272 13.548 -1.717  0.08
74 H -0.943 -6.260 3.966  0.09
75 H 2.693 0.085 2.476  0.08
76 H 3.857 -10.017 5.319  0.09
77 H 1.062 -4.891 2.364  0.11
78 H -3.868 -3.435 -5.182  0.09
79 H -4.929 -4.535 -8.093  0.09
80 H -1.109 12.757 -0.253  0.13
81 H 1.265 0.519 5.416  0.09
82 H -3.259 8.631 -0.636  0.09
83 H -1.287 4.258 1.665  0.13
84 H -1.387 -3.985 -2.675  0.12
85 H -0.160 -0.519 5.288  0.08
86 H -2.443 9.692 2.326  0.08
87 H 1.218 9.847 -0.374  0.09
88 H -2.384 -2.850 -5.949  0.07
89 H 2.823 -1.644 2.793  0.09
90 H 5.178 -8.798 2.037  0.09
91 H 5.513 -9.947 3.350  0.09
92 H 0.902 -7.141 0.545  0.14
93 H 1.404 -1.220 5.735  0.09
94 H -2.775 8.088 3.030  0.09
95 H 0.849 -3.204 0.860  0.07
96 H -4.822 -0.934 -7.142  0.13
97 H 0.180 5.207 0.407  0.05
98 H -4.157 8.449 0.886  0.09
99 H -2.207 -6.257 2.724  0.09

DFT (wB97M-V/def2-TZVPD) results for a structure of composition C26H58AlP4Se in a non-equilibrium geometry.

F_max   3.728 eV/Å
E   -136972.7790 eV
Charge   +3

Each line ends with the Löwdin charge.
Geometry (Å):
1 Se 1.425 3.300 -0.841  0.89
2 P 1.927 -2.377 -2.518  0.75
3 P 1.997 -1.401 0.757  0.80
4 P -1.418 1.851 2.336  1.08
5 P -0.996 -3.173 -0.372  0.79
6 Al -0.132 -1.359 -1.847  0.48
7 C -1.715 -1.153 -2.940  -0.21
8 C 1.841 -2.457 -4.325  -0.24
9 C -2.097 -4.355 -1.237  -0.23
10 C -2.206 -2.436 0.811  -0.23
11 C 3.536 -1.501 -2.338  -0.22
12 C -1.252 1.109 5.017  -0.10
13 C -4.025 2.773 1.561  -0.09
14 C 2.945 -2.907 1.246  -0.25
15 C -2.283 1.392 3.920  -0.56
16 C 2.852 3.125 -3.362  -0.07
17 C 3.008 2.679 -4.677  -0.02
18 C -3.234 0.208 3.712  -0.12
19 C -1.796 -0.017 -3.827  0.19
20 C 3.422 -0.242 0.816  -0.25
21 C 1.735 2.720 -2.605  -0.62
22 C -2.769 2.040 1.094  -0.59
23 C 0.839 1.762 -3.142  -0.17
24 C 1.394 -1.064 2.450  -0.28
25 C -0.260 -4.363 0.820  -0.22
26 C -0.757 3.580 2.678  -0.54
27 C -2.203 2.633 -0.203  -0.16
28 C 2.582 -4.050 -2.104  -0.19
29 C -1.709 4.537 3.390  -0.09
30 C 1.064 1.261 -4.413  -0.12
31 C 2.091 1.767 -5.209  -0.05
32 C 0.590 3.492 3.413  -0.12
33 H -0.756 2.024 5.365  0.06
34 H -3.047 0.998 0.873  0.07
35 H 0.387 0.476 -4.727  0.07
36 H 0.488 3.256 4.482  0.07
37 H -2.424 -5.133 -0.541  0.07
38 H -1.226 5.520 3.463  0.10
39 H 4.024 -1.749 -1.398  0.03
40 H 3.366 -0.428 -2.398  0.05
41 H -2.984 -3.848 -1.618  0.06
42 H -3.841 3.850 1.652  0.07
43 H -2.219 -0.884 -1.978  0.10
44 H -2.087 -0.182 -4.864  0.13
45 H -2.011 0.961 -3.419  0.10
46 H 3.013 0.757 1.011  0.04
47 H -0.479 0.413 4.653  0.06
48 H 1.784 -4.789 -2.033  0.05
49 H 1.257 4.676 -1.332  -0.09
50 H 0.678 -1.837 2.752  0.03
51 H -0.036 -3.898 1.785  0.05
52 H 3.933 -0.210 -0.147  0.02
53 H 3.508 -2.685 2.163  0.07
54 H -3.870 0.108 4.598  0.10
55 H -4.805 2.620 0.803  0.09
56 H 4.184 -1.823 -3.153  0.08
57 H -2.881 2.282 4.180  0.10
58 H -2.664 4.676 2.882  0.06
59 H 1.092 4.469 3.348  0.09
60 H 0.015 1.370 -2.513  0.04
61 H 1.244 2.739 2.956  0.05
62 H 0.881 -0.089 2.464  -0.01
63 H 3.601 3.737 -2.880  0.12
64 H -4.407 2.381 2.508  0.07
65 H 2.194 1.403 -6.229  0.12
66 H -1.653 -1.994 1.643  0.04
67 H -1.305 2.095 -0.538  0.00
68 H 4.113 -0.564 1.610  0.08
69 H 2.257 -1.062 3.143  0.08
70 H -1.565 -4.838 -2.059  0.06
71 H 1.071 -3.169 -4.628  0.07
72 H 0.649 -4.832 0.437  0.04
73 H -0.539 3.933 1.662  0.07
74 H 3.119 -4.064 -1.155  0.03
75 H 2.815 -2.787 -4.696  0.08
76 H 3.288 -4.371 -2.879  0.09
77 H -2.805 -1.672 0.307  0.04
78 H -1.759 0.631 5.866  0.09
79 H 3.870 2.991 -5.271  0.13
80 H -1.951 3.695 -0.079  0.08
81 H -2.178 -2.050 -3.357  0.11
82 H 2.248 -3.736 1.407  0.02
83 H -1.913 4.189 4.411  0.09
84 H -0.969 -5.176 1.031  0.08
85 H -2.943 2.563 -1.012  0.08
86 H 1.615 -1.459 -4.712  0.03
87 H -2.856 -3.230 1.192  0.08
88 H -2.675 -0.732 3.618  0.06
89 H -3.882 0.302 2.836  0.06
90 H 3.640 -3.201 0.454  0.03

DFT (wB97M-V/def2-TZVPD) results for a structure of composition C26H58DyP4Se in a non-equilibrium geometry.

F_max   2.220 eV/Å
E   -154459.6558 eV
Charge   +3
Multiplicity   6
<S²>   9.582

Each line ends with the Löwdin charge.
Geometry (Å):
1 Dy 0.125 -0.524 -0.104  0.65
2 Se 2.100 1.227 -1.248  1.01
3 P -1.341 1.406 1.602  0.99
4 P 2.172 -2.371 -1.408  0.72
5 P 2.105 -1.148 1.883  0.70
6 P -0.923 -2.988 0.906  0.71
7 C -3.014 1.417 -5.583  -0.07
8 C -2.739 1.751 -0.849  -0.13
9 C 0.010 -4.374 1.671  -0.26
10 C 1.951 -0.977 3.702  -0.26
11 C -1.483 -3.765 -0.675  -0.26
12 C -1.160 4.136 2.512  -0.09
13 C 1.156 3.212 -5.332  0.10
14 C 1.828 -2.328 -3.218  -0.27
15 C -0.600 3.141 1.500  -0.51
16 C 3.438 0.106 1.638  -0.28
17 C -2.453 -3.086 1.913  -0.26
18 C 0.932 3.029 1.615  -0.13
19 C 3.106 -2.686 1.896  -0.26
20 C 0.208 2.394 -4.684  0.02
21 C -0.717 1.180 4.306  -0.10
22 C -3.910 2.651 1.238  -0.09
23 C -3.001 0.428 -4.650  -0.06
24 C -2.956 1.583 0.673  -0.54
25 C 2.448 -4.173 -1.209  -0.24
26 C 2.721 2.870 -3.522  -0.03
27 C 3.928 -1.822 -1.465  -0.27
28 C -1.910 1.279 3.360  -0.54
29 C -2.877 0.115 3.586  -0.09
30 C 2.411 3.458 -4.742  0.03
31 C 1.771 2.051 -2.868  -0.54
32 C 0.510 1.822 -3.461  -0.08
33 H -3.286 1.256 -6.648  0.08
34 H 4.443 -2.422 -2.226  0.07
35 H -2.242 4.285 2.443  0.07
36 H 1.239 2.145 2.206  0.04
37 H -2.445 2.213 3.581  0.10
38 H -2.557 0.795 -1.372  0.04
39 H -2.439 -0.835 3.256  0.04
40 H -3.187 -0.608 -4.955  0.06
41 H 1.062 -1.517 4.050  0.05
42 H 2.478 -3.581 1.942  0.03
43 H -1.088 1.071 5.335  0.11
44 H -0.114 0.296 4.077  0.03
45 H -0.687 5.102 2.301  0.10
46 H -4.899 2.536 0.769  0.10
47 H 1.905 0.082 3.987  0.05
48 H 3.018 -4.399 -0.299  0.05
49 H 4.427 -1.953 -0.500  0.03
50 H 0.787 -4.756 0.994  0.03
51 H -2.866 2.464 -5.297  0.05
52 H 0.461 -4.029 2.612  0.04
53 H 4.330 -0.212 2.194  0.08
54 H -3.429 0.597 0.839  0.10
55 H 3.022 -4.499 -2.088  0.08
56 H 1.422 2.947 0.628  0.01
57 H 3.697 0.203 0.576  -0.04
58 H -0.676 -5.200 1.911  0.08
59 H 2.762 -2.548 -3.762  0.07
60 H 1.491 -4.708 -1.183  0.03
61 H -0.664 -4.336 -1.137  0.04
62 H 1.340 3.920 2.116  0.11
63 H -0.893 3.500 0.498  0.10
64 H -4.091 2.551 2.317  0.08
65 H -2.322 -4.442 -0.460  0.06
66 H -1.909 2.424 -1.119  0.06
67 H -3.652 2.177 -1.288  0.10
68 H -2.983 -2.129 1.836  0.02
69 H 3.949 -0.760 -1.743  0.01
70 H -3.558 3.667 1.009  0.08
71 H 3.138 4.098 -5.243  0.15
72 H -0.210 1.161 -2.969  0.06
73 H 3.724 -2.645 2.803  0.07
74 H 1.450 -1.331 -3.466  0.01
75 H -2.898 0.618 -3.569  0.02
76 H 2.849 -1.418 4.159  0.07
77 H 3.772 -2.745 1.033  0.01
78 H 0.886 3.630 -6.305  0.15
79 H 1.053 -3.078 -3.448  0.07
80 H -3.110 -3.885 1.536  0.07
81 H -3.838 0.263 3.077  0.08
82 H -0.394 -0.951 -1.902  -0.14
83 H -0.779 2.178 -5.113  0.09
84 H 3.684 3.012 -3.042  0.13
85 H -3.086 0.029 4.662  0.11
86 H 3.074 1.086 1.967  0.03
87 H -0.065 2.062 4.287  0.08
88 H -2.203 -3.294 2.966  0.07
89 H -0.915 3.869 3.544  0.08
90 H -1.815 -2.972 -1.361  0.02

DFT (wB97M-V/def2-TZVPD) results for a cluster of 3 separate species, C26H59N4O3 in total.

F_max   0.252 eV/Å
E   -40014.3981 eV
Charge   +1

Each line ends with the Löwdin charge.
Geometry (Å):
1 O -1.247 0.004 6.539  -0.19
2 O 2.107 -3.213 -2.925  -0.23
3 O -2.436 4.332 5.625  -0.20
4 N 0.204 4.344 -5.606  0.12
5 N 0.436 -5.062 -1.375  0.05
6 N -0.486 0.878 -6.922  0.07
7 N 0.383 -2.438 6.661  0.04
8 C -0.547 0.919 -4.421  -0.12
9 C -0.466 -0.426 5.446  -0.23
10 C 0.020 -0.767 0.165  -0.21
11 C -2.825 0.673 2.403  -0.21
12 C 0.736 -1.305 5.810  -0.44
13 C 1.679 1.045 -5.613  -0.26
14 C -1.657 0.686 1.420  -0.23
15 C -3.254 2.069 2.881  -0.20
16 C -2.933 5.512 6.207  -0.12
17 C 0.140 0.186 -1.024  -0.21
18 C 1.760 -4.499 -3.418  -0.20
19 C 3.466 -3.038 -2.572  -0.10
20 C 1.434 -5.531 -2.333  -0.44
21 C 1.973 2.566 -5.563  -0.11
22 C -0.785 1.162 7.205  -0.10
23 C -2.807 2.373 4.310  -0.18
24 C 2.655 -6.037 -1.573  -0.06
25 C -1.333 -0.696 0.865  -0.22
26 C 1.890 -0.542 6.449  -0.07
27 C 1.605 0.803 -3.071  -0.15
28 C 1.293 -0.195 -1.948  -0.20
29 C 0.926 3.467 -6.162  -0.28
30 C 0.916 0.483 -4.402  -0.29
31 C 1.005 0.603 -6.908  -0.07
32 C -1.252 0.466 -5.682  -0.09
33 C -3.425 3.637 4.892  -0.24
34 H 2.784 -1.164 6.461  0.08
35 H -2.529 0.076 3.270  0.09
36 H -1.332 -0.620 -5.729  0.14
37 H -0.443 -4.861 -1.838  0.07
38 H 0.284 1.211 -0.669  0.12
39 H 0.824 3.401 -7.257  0.11
40 H -1.360 -1.423 1.681  0.11
41 H -0.814 0.182 -1.566  0.10
42 H -1.652 1.644 7.656  0.09
43 H 1.099 -1.179 -2.383  0.10
44 H 0.862 -4.344 -4.023  0.12
45 H 1.094 -1.719 4.860  0.13
46 H 4.124 -3.592 -3.249  0.09
47 H 1.663 -0.282 7.484  0.07
48 H -2.118 5.972 6.762  0.09
49 H 0.926 -0.610 -4.514  0.15
50 H -1.143 -1.019 4.823  0.11
51 H 2.156 2.861 -4.529  0.11
52 H 1.414 1.110 -7.781  0.14
53 H 0.752 -4.191 -0.960  0.06
54 H -3.667 0.144 1.949  0.11
55 H 3.690 -1.974 -2.655  0.08
56 H -0.645 1.874 -7.086  0.15
57 H -0.888 0.386 -7.719  0.18
58 H 2.110 0.380 5.907  0.08
59 H -0.771 1.092 1.924  0.12
60 H 2.898 2.758 -6.113  0.13
61 H -2.246 0.896 -5.783  0.14
62 H 2.554 -4.871 -4.078  0.12
63 H -0.140 0.443 4.854  0.11
64 H 2.650 0.545 -5.620  0.15
65 H -2.830 2.828 2.214  0.11
66 H 0.392 4.411 -4.603  0.07
67 H -4.340 2.175 2.815  0.11
68 H -3.823 4.282 4.095  0.12
69 H 1.323 1.810 -2.744  0.12
70 H 3.674 -3.356 -1.549  0.08
71 H 2.684 0.830 -3.245  0.12
72 H 3.014 -5.292 -0.863  0.07
73 H -0.065 0.927 7.992  0.08
74 H -1.890 1.383 0.607  0.11
75 H 0.808 -0.536 0.889  0.12
76 H -3.039 1.514 4.943  0.11
77 H -0.290 -3.036 6.193  0.07
78 H -2.115 -1.000 0.160  0.12
79 H -0.637 2.001 -4.309  0.12
80 H -3.758 5.308 6.899  0.09
81 H 2.188 -0.326 -1.334  0.12
82 H -0.086 -2.092 7.493  0.07
83 H 2.390 -6.925 -1.002  0.08
84 H 0.207 -1.790 -0.177  0.10
85 H 1.104 -0.472 -7.056  0.14
86 H -1.081 0.470 -3.585  0.12
87 H -1.721 2.502 4.338  0.11
88 H 3.472 -6.291 -2.250  0.08
89 H -4.264 3.389 5.555  0.13
90 H 0.993 -6.382 -2.863  0.14
91 H -0.324 1.865 6.503  0.09
92 H -3.293 6.215 5.447  0.09

Question: Which of these has the lowest F_max?
Answer: C26H59N4O3

Question: The lowest E belongs to which entry?
Answer: C26H58DyP4Se

Question: The highest F_max belongs to which entry?
Answer: C26H58AlP4Se

Question: The highest E belongs to which entry?
Answer: C26H59N4O3